DFT (ωB97M-V/def2-TZVPD) results for a structure of composition C45H46GdNP2Si.

Structure (XYZ):
```
96
Properties=species:S:1:pos:R:3
C 1.037 4.344 1.754
C 1.580 3.162 2.306
C 2.819 3.241 2.971
C 3.484 4.464 3.074
C 2.947 5.622 2.501
C 1.715 5.559 1.851
P 0.629 1.602 2.117
C 1.445 0.406 3.256
C 2.440 -0.431 2.685
C 3.103 -1.369 3.476
C 2.735 -1.503 4.820
C 1.796 -0.651 5.396
C 1.156 0.321 4.622
Gd 0.875 -0.766 0.242
P 0.480 0.018 -2.592
C 2.077 0.344 -3.455
C 2.239 1.301 -4.474
C 3.485 1.508 -5.078
C 4.611 0.810 -4.634
C 4.471 -0.125 -3.608
C 3.224 -0.355 -3.025
C 0.018 -1.708 -3.072
C -1.305 -2.121 -2.865
C -1.675 -3.460 -2.931
C -0.727 -4.423 -3.293
C 0.573 -4.012 -3.606
C 0.936 -2.665 -3.534
C -0.733 0.953 -3.611
C -1.571 1.927 -3.031
C -2.517 2.611 -3.803
C -2.635 2.353 -5.169
C -1.799 1.403 -5.756
C -0.866 0.702 -4.991
C -0.941 1.973 2.993
C -1.190 3.146 3.732
C -2.479 3.401 4.217
C -3.519 2.485 4.031
C -3.252 1.285 3.368
C -1.975 1.025 2.897
H -2.061 -1.389 -2.600
H -2.692 -3.782 -2.674
H -0.997 -5.485 -3.320
H 1.311 -4.771 -3.888
H 1.940 -2.368 -3.831
H 1.392 1.900 -4.806
H 3.588 2.236 -5.888
H 5.589 1.007 -5.071
H 5.348 -0.670 -3.245
H 3.164 -1.101 -2.225
H -1.469 2.166 -1.970
H -3.172 3.359 -3.346
H -3.368 2.880 -5.772
H -1.874 1.200 -6.825
H -0.234 -0.039 -5.474
H -0.398 3.873 3.924
H -2.679 4.345 4.730
H -4.521 2.714 4.383
H -4.062 0.574 3.200
H -1.787 0.069 2.411
H 2.831 -0.241 1.666
H 3.902 -1.992 3.039
H 3.183 -2.289 5.420
H 1.550 -0.730 6.450
H 0.441 1.014 5.081
H 3.259 2.354 3.427
H 4.445 4.517 3.591
H 3.499 6.557 2.536
H 1.294 6.455 1.386
H 0.085 4.317 1.221
H 1.633 3.248 -1.164
H 0.944 3.509 -1.055
C 1.655 -3.066 0.321
Si -0.146 -3.202 1.056
C -0.812 -4.824 0.389
C -0.131 -3.203 2.925
N -1.078 -1.773 0.457
C -2.467 -1.643 0.460
C -3.027 -0.478 -0.131
C -4.394 -0.279 -0.207
C -5.288 -1.225 0.320
C -4.775 -2.349 0.940
C -3.379 -2.539 1.037
H 2.068 -4.006 0.709
H 2.452 -2.354 0.686
H 1.702 -3.059 -0.780
H -0.357 -5.697 0.905
H -1.908 -4.882 0.487
H -0.592 -4.902 -0.689
H 0.216 -2.275 3.391
H -1.145 -3.384 3.309
H 0.539 -3.994 3.295
H -2.298 0.247 -0.479
H -4.795 0.627 -0.676
H -6.367 -1.047 0.242
H -5.451 -3.105 1.354
H -3.000 -3.403 1.587
```

Results
Total energy in Eh: -3534.48738
2S+1: 8
Lowest unoccupied orbital energy (alpha / beta) in eV: -5.596 / -7.977
Net charge: +2

---

DFT (ωB97M-V/def2-TZVPD) results for a cluster of 2 separate species, C45H47N4O3 in total.

Structure (XYZ):
```
99
Properties=species:S:1:pos:R:3
C -2.939 2.789 4.252
C -2.070 1.830 3.731
C -2.112 1.499 2.365
C -2.837 2.318 1.500
C -2.854 2.148 -0.034
C -2.423 0.742 -0.538
C -3.147 -0.163 -1.353
C -2.501 -0.819 -2.422
C -1.136 -0.581 -2.659
C -0.475 0.276 -1.790
C -1.037 0.629 -0.554
C -4.336 2.185 -0.471
C -5.285 1.609 0.393
C -6.592 1.370 -0.042
C -6.902 1.538 -1.397
C -5.967 2.130 -2.256
C -4.695 2.478 -1.788
C -1.878 3.276 -0.695
C -1.650 4.568 0.086
C -0.267 5.122 -0.371
C 0.350 4.106 -1.330
N -0.520 2.916 -1.184
C -3.603 3.380 2.018
C -3.724 3.558 3.392
H -3.004 2.964 5.323
H -1.392 1.295 4.396
H -1.601 0.604 1.992
H -4.221 -0.310 -1.198
H -3.074 -1.460 -3.103
H -0.594 -0.962 -3.530
H 0.416 0.823 -2.094
H -0.455 1.045 0.257
H -5.013 1.311 1.415
H -7.347 1.026 0.673
H -7.878 1.233 -1.779
H -6.210 2.311 -3.301
H -3.944 2.911 -2.448
H -2.452 3.582 -1.586
H -2.448 5.296 -0.158
H -1.668 4.420 1.179
H -0.376 6.078 -0.899
H 0.447 5.313 0.439
H 0.367 4.484 -2.373
H 1.380 3.801 -1.077
H -0.615 2.511 -2.115
H -4.121 4.055 1.325
H -4.432 4.292 3.762
C -0.432 -3.629 3.109
N 0.799 -3.293 2.416
C 1.972 -3.976 2.605
O 2.232 -4.764 3.508
C 2.953 -3.491 1.522
C 3.054 -4.523 0.392
C 3.480 -5.910 0.864
C 2.934 -7.057 0.271
C 3.173 -8.322 0.827
C 4.008 -8.451 1.946
C 4.637 -7.316 2.474
C 4.382 -6.055 1.927
N 2.332 -2.219 1.109
C 2.818 -1.419 0.117
C 2.469 -0.091 -0.206
C 2.301 0.328 -1.523
C 2.752 1.521 -2.173
C 2.416 1.660 -3.558
C 2.909 2.695 -4.325
C 3.753 3.648 -3.714
N 4.410 4.632 -4.504
O 5.209 5.433 -3.957
O 4.192 4.644 -5.738
C 4.004 3.611 -2.325
C 3.485 2.577 -1.554
C 0.918 -2.151 1.530
C -0.015 -2.260 0.332
C 0.712 -0.797 2.220
H -0.248 -4.381 3.881
H -0.855 -2.731 3.569
H -1.184 -4.001 2.401
H 3.948 -3.271 1.948
H 2.066 -4.579 -0.111
H 3.779 -4.152 -0.364
H 2.272 -6.940 -0.590
H 2.689 -9.204 0.400
H 4.167 -9.432 2.404
H 5.296 -7.396 3.341
H 4.850 -5.174 2.369
H 3.602 -1.881 -0.486
H 2.428 0.698 0.547
H 1.990 -0.458 -2.228
H 1.816 0.871 -4.021
H 2.694 2.758 -5.393
H 4.649 4.380 -1.910
H 3.689 2.533 -0.481
H 0.133 -3.205 -0.206
H -1.057 -2.134 0.658
H 0.221 -1.463 -0.376
H 1.570 -0.581 2.882
H 0.695 -0.037 1.432
H -0.232 -0.771 2.787
```

Results
ΔE to the lowest compared entry with this formula, charge and spin in kcal/mol: 71.9
Total energy in Eh: -2187.22183
Lowest unoccupied orbital energy in eV: -5.320
Net charge: +1